No. 1
Entry from the Open Molecules 2025 dataset: an isolated molecule of C3H2O2 (ωB97M-V with the def2-TZVPD basis set).

Calculated values
* LUMO: 0.744 eV
* SMILES string: O=C1[C@H]2O[C@@H]12
* DFT total energy: -265.8332 Ha
* F_max: 2.45 eV/Å
* highest occupied orbital energy: -0.364 Ha

The geometry in XYZ format:
```
7
Properties=species:S:1:pos:R:3:forces:R:3:lowdin_charge:R:1
O -0.7315 -1.9614 0.4158 1.01 1.63 0.53 0.091
C -0.1688 -0.9053 0.2022 -0.25 -1.02 -1.11 -0.307
C 0.5093 0.3457 0.5742 0.20 -1.38 -0.85 -0.071
O 1.0926 0.7406 -0.6454 -1.81 -1.06 -1.01 0.006
C -0.3081 0.2163 -0.7297 2.00 -0.50 1.32 0.026
H 0.8024 0.9855 1.3372 -0.59 1.01 1.76 0.126
H -1.1958 0.5786 -1.1544 -0.55 1.32 -0.65 0.129
```
Positions in Å, forces in eV/Å.

***

No. 2
Entry from the Open Molecules 2025 dataset: an isolated molecule of C3H2O2S2 (ωB97M-V with the def2-TZVPD basis set).

Calculated values
* LUMO: -1.684 eV
* SMILES string: O=C(C=S)C(O)=S
* DFT total energy: -1062.2996 Ha
* F_max: 3.40 eV/Å
* highest occupied orbital energy: -0.343 Ha

The geometry in XYZ format:
```
9
Properties=species:S:1:pos:R:3:forces:R:3:lowdin_charge:R:1
O -0.1792 1.6699 -0.7391 0.06 -1.09 0.56 0.090
C 0.1716 0.5834 -0.3113 -0.42 1.64 -0.07 -0.494
C 1.6453 0.2442 -0.4274 1.36 -1.34 0.03 -0.560
S 2.2807 -1.1138 0.2257 -0.60 1.10 -0.38 0.734
C -0.9635 -0.3778 0.2230 1.06 1.81 1.15 -0.804
O -1.5180 0.0013 1.4531 -0.73 -1.80 -2.79 -0.003
S -1.3925 -1.4565 -0.8744 -0.60 -0.45 0.33 0.805
H 2.3700 0.9255 -1.0096 -1.79 -0.66 0.91 0.094
H -2.4144 -0.4763 1.4600 1.66 0.80 0.26 0.139
```
Positions in Å, forces in eV/Å.

***

No. 3
Entry from the Open Molecules 2025 dataset: an isolated molecule of C3H2O3 (ωB97M-V with the def2-TZVPD basis set).

Calculated values
* LUMO: -1.119 eV
* SMILES string: O=CC(=O)C=O
* DFT total energy: -341.1806 Ha
* F_max: 0.74 eV/Å
* highest occupied orbital energy: -0.371 Ha

The geometry in XYZ format:
```
8
Properties=species:S:1:pos:R:3:forces:R:3:lowdin_charge:R:1
O 1.6655 -1.0651 -0.2619 -0.55 0.12 -0.26 0.103
C 0.6579 -0.7784 -0.8552 0.39 -0.11 0.07 -0.159
C -0.2148 0.3807 -0.3697 -0.14 0.34 -0.34 -0.294
O -0.6617 1.1933 -1.1446 0.26 -0.50 0.48 0.134
C -0.4899 0.4788 1.1320 -0.19 -0.09 0.18 -0.161
O -0.7821 -0.5040 1.7587 0.18 0.34 -0.22 0.105
H 0.3541 -1.2432 -1.8131 0.07 0.05 0.11 0.136
H -0.5002 1.5045 1.5513 -0.02 -0.15 -0.03 0.137
```
Positions in Å, forces in eV/Å.

***

No. 4
Entry from the Open Molecules 2025 dataset: an isolated molecule of C3H2O3 (ωB97M-V with the def2-TZVPD basis set).

Calculated values
* LUMO: -1.201 eV
* SMILES string: O=CC(=O)C=O
* DFT total energy: -341.1786 Ha
* F_max: 0.60 eV/Å
* highest occupied orbital energy: -0.369 Ha

The geometry in XYZ format:
```
8
Properties=species:S:1:pos:R:3:forces:R:3:lowdin_charge:R:1
O -1.9172 -0.0686 0.9920 0.52 0.26 -0.08 0.102
C -0.8785 0.5130 0.8162 -0.49 -0.15 0.10 -0.165
C -0.0924 0.3146 -0.4829 -0.12 0.23 -0.41 -0.297
O -0.3033 0.9682 -1.4747 0.12 -0.28 0.50 0.141
C 0.9827 -0.7682 -0.4630 0.20 -0.29 0.35 -0.155
O 1.2531 -1.3516 0.5559 -0.13 0.30 -0.50 0.101
H -0.4610 1.2305 1.5493 -0.04 -0.06 -0.05 0.137
H 1.4881 -0.9406 -1.4320 -0.04 -0.01 0.10 0.136
```
Positions in Å, forces in eV/Å.

***

No. 5
Entry from the Open Molecules 2025 dataset: a cluster of 2 separate species, C3H2O3 in total (ωB97M-V with the def2-TZVPD basis set).

Calculated values
* LUMO: 0.671 eV
* DFT total energy: -341.1230 Ha
* F_max: 2.17 eV/Å
* highest occupied orbital energy: -0.351 Ha

The geometry in XYZ format:
```
8
Properties=species:S:1:pos:R:3:forces:R:3:lowdin_charge:R:1
C -3.7831 0.2203 0.0544 0.91 0.02 0.50 -0.400
C 0.0812 -0.3640 -0.0242 1.33 1.58 -0.68 -0.176
C -1.2070 -0.7764 -0.6323 0.61 -1.10 -0.65 -0.017
O -4.8526 -0.1454 -0.1259 -1.09 -0.23 -0.39 0.241
O -2.6928 0.5432 0.2833 -0.50 1.03 0.49 0.146
O -0.7653 -1.4536 0.3882 0.36 -0.16 -0.15 -0.013
H 1.0544 -0.5138 -0.6155 -1.62 -0.37 1.17 0.121
H 0.0790 0.5202 0.6401 -0.01 -0.75 -0.28 0.098
```
Positions in Å, forces in eV/Å.

***

No. 6
Entry from the Open Molecules 2025 dataset: the ion C3H2O3P with charge -1 (ωB97M-V with the def2-TZVPD basis set).

Calculated values
* LUMO (alpha / beta): 3.403 / 3.403 eV
* SMILES string: O=C=CC(=O)P[O-]
* DFT total energy: -682.5873 Ha
* total charge: -1
* F_max: 3.58 eV/Å
* highest occupied orbital energy (alpha / beta): -0.120 / -0.120 Ha

The geometry in XYZ format:
```
9
Properties=species:S:1:pos:R:3:forces:R:3:lowdin_charge:R:1
O -0.5990 1.5915 -3.5745 1.93 -1.03 1.73 0.104
C -0.0115 1.1123 -2.6474 -2.96 1.25 -1.59 -0.192
C 0.2299 0.6144 -1.4661 1.83 -0.83 0.24 -0.110
C -0.7966 0.2237 -0.4497 0.74 -1.23 0.81 -0.596
O -1.9770 0.3941 -0.5037 -0.89 0.44 -0.41 -0.051
P -0.1242 -0.8860 1.1801 -0.27 -0.43 -0.90 0.586
O 1.3334 -0.8782 1.6248 0.25 0.06 -0.70 -0.699
H 1.1707 0.1563 -1.1585 0.14 0.53 -0.45 0.082
H -0.6189 0.3144 1.6194 -0.78 1.23 1.28 -0.123
```
Positions in Å, forces in eV/Å.

***

No. 7
Entry from the Open Molecules 2025 dataset: a structure of composition C3H2O3Sc (ωB97M-V with the def2-TZVPD basis set).

Calculated values
* LUMO (alpha / beta): -12.859 / -12.425 eV
* DFT total energy: -1101.0537 Ha
* total charge: +2
* F_max: 5.67 eV/Å
* expectation value of S²: 0.76
* spin multiplicity: 2
* highest occupied orbital energy (alpha / beta): -0.553 / -0.548 Ha

The geometry in XYZ format:
```
9
Properties=species:S:1:pos:R:3:forces:R:3:mulliken_spin:R:1
C 1.8695 -0.6796 -1.4651 1.29 3.35 -1.43 0.020
C 1.4846 0.3996 -0.8212 -4.69 -1.12 2.98 -0.007
O 0.6131 1.0148 -0.2553 2.45 0.38 -0.96 0.009
H 2.0262 0.0605 -2.4042 0.41 -2.68 0.43 0.000
H 2.4644 -1.4568 -0.9878 0.21 0.17 -0.84 0.000
C -1.6036 0.5391 0.5756 -3.17 -1.53 2.00 -0.004
O -1.6326 -0.6353 0.4444 1.53 0.70 -0.74 -0.001
O -2.1194 1.4739 1.0836 1.80 0.51 -0.89 0.000
Sc -3.1023 -0.7162 3.8300 0.16 0.23 -0.55 0.982
```
Positions in Å, forces in eV/Å.

***

No. 8
Entry from the Open Molecules 2025 dataset: a structure of composition C3H2O3Zn (ωB97M-V with the def2-TZVPD basis set).

Calculated values
* LUMO: -1.340 eV
* DFT total energy: -2120.4018 Ha
* F_max: 2.43 eV/Å
* highest occupied orbital energy: -0.259 Ha

The geometry in XYZ format:
```
9
Properties=species:S:1:pos:R:3:forces:R:3:lowdin_charge:R:1
O -2.9841 2.9389 0.4550 0.43 -0.32 0.07 0.172
C -2.2040 2.1364 0.4933 -0.24 -0.07 -0.10 0.066
O 0.3968 -0.6914 1.4965 0.35 -0.04 0.32 -0.271
C 1.1551 -1.3424 0.6611 -1.07 -1.05 0.81 -0.273
C 1.0240 -0.9313 -0.7477 1.41 -0.23 1.31 -0.419
O 0.1671 0.1032 -1.0514 0.52 -0.28 -1.37 -0.354
H 2.2444 -0.7574 -0.3727 -1.68 0.52 -1.68 0.166
Zn -0.7776 0.3684 0.4684 -0.25 0.75 0.58 0.798
H 0.9783 -1.8243 -1.4024 0.55 0.72 0.05 0.115
```
Positions in Å, forces in eV/Å.

***

No. 9
Entry from the Open Molecules 2025 dataset: a cluster of 2 separate species, C3H2O4 in total (ωB97M-V with the def2-TZVPD basis set).

Calculated values
* LUMO: -1.488 eV
* SMILES string: O=CC=O.O=C=O
* DFT total energy: -416.4276 Ha
* F_max: 6.45 eV/Å
* highest occupied orbital energy: -0.383 Ha

The geometry in XYZ format:
```
9
Properties=species:S:1:pos:R:3:forces:R:3:lowdin_charge:R:1
O 0.1435 -1.6357 0.1524 -0.30 -0.10 -0.44 0.122
C -0.2412 -0.5179 -0.0183 -0.07 -0.81 1.41 -0.222
C 0.5375 0.7195 0.2687 1.87 2.14 -1.29 -0.194
O 1.6698 0.9345 0.6467 -1.65 -0.99 0.14 0.097
H -1.2570 -0.1689 -0.3076 -0.11 -0.83 -0.37 0.120
H -0.0561 1.5225 -0.2223 0.10 0.61 0.59 0.115
O 4.4165 -0.1994 0.5164 0.16 -1.64 -1.22 0.205
C 4.1695 0.4049 -0.4414 -0.90 6.34 0.75 -0.367
O 3.9139 1.4405 -1.0376 0.89 -4.72 0.42 0.124
```
Positions in Å, forces in eV/Å.

***

No. 10
Entry from the Open Molecules 2025 dataset: a cluster of 2 separate species, C3H2O4P in total (ωB97M-V with the def2-TZVPD basis set).

Calculated values
* LUMO: 3.633 eV
* DFT total energy: -757.8812 Ha
* total charge: -1
* F_max: 6.37 eV/Å
* highest occupied orbital energy: -0.125 Ha

The geometry in XYZ format:
```
10
Properties=species:S:1:pos:R:3:forces:R:3:lowdin_charge:R:1
C 0.5050 -1.4509 -0.5382 -0.80 0.91 -0.60 -0.628
C -1.0501 0.7772 -1.1458 -0.08 -0.39 -0.32 -0.726
C 0.5374 0.7141 2.0460 2.69 -0.88 -1.58 -0.605
O 1.5574 0.3929 1.6541 2.66 -1.19 -0.92 0.171
O 0.9907 -2.3084 0.1679 0.32 -0.41 -0.06 -0.158
O -1.8772 1.6726 -1.2070 -0.69 0.85 0.11 -0.175
O -0.3634 1.1809 2.4999 -5.21 2.36 2.82 0.187
P -1.0974 -0.5945 -0.0471 0.96 -1.10 -0.14 0.833
H 1.0449 -1.1984 -1.5453 -0.68 -0.01 1.04 0.067
H -0.2472 0.8145 -1.8844 0.80 -0.14 -0.38 0.034
```
Positions in Å, forces in eV/Å.

***

Energy above the lowest of the compared OMol25 structures with the same formula, charge and spin, record by record: 309.9 187.1 147.6 152.8 298.8 122.9 339.8 201.9 150.2 0.0 kJ/mol